ORCA calculation (wB97M-V/def2-TZVPD) on a cluster of 2 separate species, C3H8NO2 in total in a non-equilibrium geometry.

Positions of all 14 atoms, in Å:
O1 -1.19394 -1.22453 -0.89854
C1 -2.12116 -0.49256 -0.73405
O2 -1.95730 0.65425 -0.03046
H1 -3.12812 -0.66016 -1.13271
H2 -2.78974 1.15155 0.01945
C2 1.53679 -0.97476 0.59782
C3 0.77073 1.32204 0.25030
N1 1.54629 0.36868 -0.05258
H3 2.35239 -1.03663 1.31278
H4 1.67491 -1.71221 -0.18352
H5 0.58725 -1.13060 1.09401
H6 0.15479 1.27288 1.14188
H7 0.70513 2.20652 -0.37040
H8 1.86197 0.25555 -1.01400

Results
charge: +1
E_HOMO: -14.97 eV
Kohn-Sham gap: 10.13 eV
max |F|: 2.18 eV/A
energy relative to the best compared isomer or geometry (same formula, charge and spin): 35.9 kcal/mol
E_tot: -324.0700 Eh
LUMO level: -4.843 eV

ORCA calculation (wB97M-V/def2-TZVPD) on a structure of composition C38H34N3O3S3SrTe in a non-equilibrium geometry.

Positions of all 83 atoms, in Å:
Sr1 -0.12534 0.50188 0.43871
C1 4.35515 -3.63852 4.88644
C2 3.28379 -2.88306 4.13909
C3 2.36804 -2.10210 4.84440
C4 1.39092 -1.40691 4.15508
C5 1.31764 -1.52806 2.75717
C6 2.20889 -2.30936 2.04487
C7 3.20244 -2.97279 2.75823
S1 -0.24307 -0.76620 2.30438
O1 -1.26165 -1.15397 3.29526
O2 0.75924 -1.14949 0.01362
N1 0.42504 0.71444 2.45921
C8 -0.74875 1.48150 2.52405
C9 -1.72410 1.22022 3.53168
C10 -3.04130 1.47142 3.14925
C11 -3.27533 2.03442 1.86745
C12 -2.21630 2.65094 1.24200
N2 -0.92202 2.37910 1.55111
H1 3.91457 -4.32162 5.61549
H2 5.00121 -2.94455 5.42765
H3 4.96977 -4.21552 4.19675
H4 2.41676 -2.05012 5.92620
H5 0.62939 -0.81116 4.63304
H6 2.09436 -2.36343 0.97419
H7 3.90731 -3.59622 2.22074
H8 -1.41362 0.70249 4.41853
H9 -3.86107 1.10244 3.75319
H10 -4.25015 1.96364 1.40474
H11 -2.24357 3.21076 0.31853
Te1 -1.03740 -1.98479 0.52407
C13 -2.66281 -3.03845 1.53627
C14 -2.91316 -3.34292 2.87289
C15 -2.97068 -4.66418 3.31620
C16 -2.80479 -5.71654 2.42125
C17 -2.59412 -5.46404 1.07564
C18 -2.41645 -4.14162 0.68254
C19 -0.09758 -3.77753 1.15546
C20 0.01631 -4.07868 2.51814
C21 0.64130 -5.25205 2.92005
C22 1.14099 -6.10704 1.94888
C23 1.04727 -5.80374 0.59731
C24 0.47002 -4.61140 0.18896
H12 -3.01774 -2.53407 3.58252
H13 -3.09140 -4.86041 4.37510
H14 -2.83201 -6.73848 2.78117
H15 -2.44582 -6.26517 0.36271
H16 -2.24591 -3.93345 -0.37074
H17 -0.38209 -3.38640 3.23948
H18 0.74887 -5.47271 3.97477
H19 1.63138 -7.02535 2.25209
H20 1.44757 -6.49374 -0.13604
H21 0.41223 -4.28797 -0.84461
C25 -4.03971 -1.25290 0.24233
C26 -3.31449 -0.49491 1.14412
C27 -2.13555 0.10601 0.67500
C28 -2.04770 0.54002 -0.70245
C29 -2.70597 -0.31758 -1.59247
C30 -3.54609 -1.30024 -1.09933
N3 -1.27808 1.61711 -1.05548
C31 -0.83813 1.89331 -2.35472
C32 0.33797 1.23094 -2.81397
C33 1.00602 1.72534 -3.91472
C34 0.51795 2.82845 -4.60700
C35 -0.62461 3.46975 -4.16284
C36 -1.28897 3.01635 -3.03116
H22 -4.77521 -1.95091 0.61133
H23 -3.28131 -0.67536 2.20447
H24 -1.49327 0.33156 1.55441
H25 -2.44288 -0.25451 -2.64048
H26 -3.96324 -2.03696 -1.77692
H27 0.68653 0.46545 -2.08078
H28 1.93190 1.25561 -4.22612
H29 1.05072 3.21054 -5.46837
H30 -0.98488 4.35112 -4.67990
H31 -2.12841 3.56683 -2.62215
C37 3.55844 0.59217 -0.45944
O3 3.75066 1.82960 -1.16262
C38 2.83967 2.78716 -1.07467
S2 2.87232 4.29773 -1.65761
S3 1.24274 2.31077 -0.17003
H32 4.46781 0.03463 -0.64979
H33 2.61756 0.12397 -0.75567
H34 3.32994 0.82202 0.58438

Results
charge: -1
E_HOMO: -3.63 eV
Kohn-Sham gap: 5.21 eV
max |F|: 14.69 eV/A
energy relative to the best compared isomer or geometry (same formula, charge and spin): 553.8 kcal/mol
E_tot: -3350.9754 Eh
LUMO level: 1.583 eV

ORCA calculation (wB97M-V/def2-TZVPD) on a cluster of 10 separate species, C38H57O29 in total in a non-equilibrium geometry.

Positions of all 124 atoms, in Å:
C1 -0.00205 1.18193 0.65540
C2 -0.22147 -0.32812 0.64144
O1 -1.28874 -0.76952 1.13429
O2 0.67078 -1.02284 0.08468
H1 0.54941 1.46010 1.55108
H2 -0.94859 1.73184 0.70155
H3 0.45800 1.52087 -0.27391
C3 2.41406 0.21106 -3.26501
C4 3.51413 1.19508 -3.00049
C5 4.54123 1.33825 -4.13075
O3 4.75925 2.74467 -4.21598
C6 3.71365 3.38997 -3.64561
O4 3.50011 4.55448 -3.73265
O5 2.94240 2.51659 -2.96879
H4 2.79064 -0.75840 -3.60660
H5 1.81227 0.57836 -4.10294
H6 1.74457 0.01911 -2.42559
H7 4.01942 1.00628 -2.05084
H8 4.12914 0.97615 -5.07713
H9 5.48728 0.84614 -3.92456
C7 2.20861 -3.38540 -1.67290
C8 2.17467 -4.75877 -2.29651
C9 2.50249 -4.77969 -3.79473
O6 3.26716 -5.98279 -3.94249
C10 3.67208 -6.41030 -2.71967
O7 4.35043 -7.36645 -2.54539
O8 3.21406 -5.58563 -1.75382
H10 3.24867 -3.06417 -1.57632
H11 1.78770 -3.35519 -0.66856
H12 1.67132 -2.65351 -2.27641
H13 1.20744 -5.23309 -2.11133
H14 3.16650 -3.95028 -4.04197
H15 1.59263 -4.85206 -4.38158
C11 0.29449 2.94309 3.95231
C12 1.20617 4.12504 3.74617
C13 1.47984 4.48113 2.27721
O9 1.41493 5.90963 2.26301
C14 0.70825 6.33064 3.33448
O10 0.38706 7.45537 3.53563
O11 0.43124 5.29366 4.15313
H16 0.82971 2.00906 3.75878
H17 -0.63998 3.01513 3.40153
H18 0.01686 2.88563 5.00867
H19 2.12190 4.11135 4.33617
H20 0.69491 4.07717 1.63987
H21 2.48636 4.18781 1.99049
C15 -1.22414 -4.52624 2.13005
C16 -0.11016 -3.57015 2.48276
C17 -0.52068 -2.43769 3.42989
O12 0.33477 -2.58068 4.56513
C18 1.18408 -3.61213 4.37186
O13 2.04981 -3.92032 5.13059
O14 0.92781 -4.24220 3.21252
H22 -1.46834 -5.19285 2.96239
H23 -0.96950 -5.17674 1.29112
H24 -2.13471 -3.97860 1.88754
H25 0.28343 -3.12721 1.56427
H26 -1.57108 -2.48669 3.72191
H27 -0.37273 -1.46072 2.97240
C19 -4.30112 -1.29819 2.94923
C20 -3.74430 0.04074 3.37949
C21 -3.84364 1.17246 2.35738
O15 -4.64341 2.16247 3.00263
C22 -4.98880 1.74831 4.24570
O16 -5.66086 2.38310 4.99374
O17 -4.47607 0.53188 4.50790
H28 -5.37614 -1.24632 2.78389
H29 -4.08566 -2.04749 3.71906
H30 -3.74583 -1.69731 2.09579
H31 -2.70091 -0.14700 3.64686
H32 -4.35759 0.80098 1.47146
H33 -2.86450 1.57245 2.11178
C23 -1.21513 5.70137 -3.92750
C24 -1.19403 4.76279 -2.74693
C25 0.17995 4.63013 -2.06846
O18 -0.07548 4.92582 -0.69596
C26 -1.37841 5.22686 -0.51188
O19 -1.87151 5.43470 0.54776
O20 -2.03720 5.25264 -1.68902
H34 -2.19564 6.14710 -4.09709
H35 -0.84142 5.26176 -4.84998
H36 -0.57705 6.56876 -3.71586
H37 -1.60819 3.79148 -3.02700
H38 0.90661 5.34678 -2.44689
H39 0.57962 3.62164 -2.16912
C27 -1.37611 0.62816 -2.83392
C28 -2.89494 0.53367 -2.85187
C29 -3.43562 0.02461 -1.51040
O21 -4.40410 1.00041 -1.13169
C30 -4.40230 2.02812 -2.00893
O22 -5.10258 2.97908 -1.95359
O23 -3.47949 1.81619 -2.99390
H40 -1.10423 1.39018 -2.09517
H41 -0.99691 0.91468 -3.81287
H42 -0.92560 -0.27708 -2.42449
H43 -3.20825 -0.13357 -3.66063
H44 -2.61834 -0.02262 -0.78331
H45 -3.87037 -0.97373 -1.53560
C31 -1.29346 -3.34730 -3.49214
C32 -1.63169 -3.95785 -2.14986
C33 -1.58194 -2.99018 -0.95887
O24 -2.84369 -3.18897 -0.31647
C34 -3.64476 -3.96056 -1.07459
O25 -4.77441 -4.21832 -0.81432
O26 -2.99677 -4.39185 -2.18148
H46 -1.36369 -4.10379 -4.27649
H47 -0.27478 -2.95855 -3.53435
H48 -1.99834 -2.54357 -3.70756
H49 -0.99045 -4.81741 -1.94234
H50 -1.36262 -1.94910 -1.17735
H51 -0.79638 -3.28139 -0.26478
C35 3.30934 -1.55171 1.62692
C36 2.99168 -0.37830 2.49949
C37 2.70647 -0.63064 3.98500
O27 3.52267 0.34322 4.65346
C38 4.33801 0.96810 3.78489
O28 5.14003 1.79974 4.07652
O29 4.12562 0.52405 2.52586
H52 2.46184 -2.24050 1.56623
H53 4.14299 -2.14811 2.00268
H54 3.45112 -1.23945 0.59435
H55 2.17307 0.19841 2.06849
H56 2.96561 -1.62809 4.33593
H57 1.67050 -0.39101 4.21444

Results
charge: -1
E_HOMO: -7.52 eV
Kohn-Sham gap: 8.82 eV
max |F|: 1.57 eV/A
energy relative to the best compared isomer or geometry (same formula, charge and spin): 0.0 kcal/mol
E_tot: -3664.4503 Eh
LUMO level: 1.301 eV

ORCA calculation (wB97M-V/def2-TZVPD) on an isolated molecule of C4H4O6 in a non-equilibrium geometry.

Positions of all 14 atoms, in Å:
O1 2.49540 1.38145 0.91418
C1 1.31615 1.04529 1.02884
O2 0.59285 1.42363 2.04493
C2 0.71372 0.05311 0.01324
O3 1.57873 -0.18495 -0.97210
C3 -0.57730 -0.21914 -0.07724
O4 -1.46570 0.40532 0.81988
C4 -1.13251 -1.09977 -1.06272
O5 -0.56326 -1.93500 -1.80247
O6 -2.47711 -0.91755 -0.99010
H1 -0.31446 1.09983 2.04864
H2 2.38212 0.36132 -0.76023
H3 -2.33777 0.11919 0.64022
H4 -2.93752 -1.64061 -1.45583

Results
E_HOMO: -9.54 eV
Kohn-Sham gap: 9.01 eV
SMILES string: O=C(O)/C(O)=C(\O)C(=O)O
max |F|: 4.10 eV/A
energy relative to the best compared isomer or geometry (same formula, charge and spin): 14.8 kcal/mol
E_tot: -606.2689 Eh
LUMO level: -0.530 eV